[1]
The following is a DFT calculation (ωB97M-V with the def2-TZVPD basis set) of C3H3N3 in the gas phase at a distorted geometry.

CARTESIAN COORDINATES (ANGSTROEM)
N: -0.79309 1.43087 -2.27010
C: -0.40317 0.71195 -1.44883
C: -0.11213 -0.20418 -0.30825
N: -0.48798 0.45451 0.91362
C: 1.19629 -0.99408 0.05064
N: 1.60551 -1.66453 0.91293
H: -0.72483 -1.08879 -0.48786
H: -0.06607 -0.07553 1.66547
H: -0.21454 1.42978 0.97236

Results
* energy relative to the best compared isomer or geometry (same formula, charge and spin): 1.8193 eV
* F_max: 1.9 eV/A
* total charge: 0
* structure (SMILES): N#CC(N)C#N
* HOMO-LUMO gap: 10.9 eV

=====

[2]
The following is a DFT calculation (ωB97M-V with the def2-TZVPD basis set) of C3H3N3 in the gas phase at a distorted geometry.

CARTESIAN COORDINATES (ANGSTROEM)
C: -0.49413 -0.11842 0.68005
C: -0.91185 0.64056 -0.40825
N: -0.07578 0.88298 -1.41088
N: 1.11284 0.46086 -1.25347
N: 1.53592 -0.44437 -0.47390
C: 0.74801 -0.72866 0.55539
H: -1.12196 -0.28206 1.53987
H: -1.90936 1.03912 -0.49561
H: 1.11632 -1.44999 1.26680

Results
* energy relative to the best compared isomer or geometry (same formula, charge and spin): 2.2478 eV
* F_max: 5.3 eV/A
* total charge: 0
* structure (SMILES): c1cnnnc1
* HOMO-LUMO gap: 9.4 eV

=====

[3]
The following is a DFT calculation (ωB97M-V with the def2-TZVPD basis set) of 2 unconnected molecules or ions with the total composition C3H3N3 at a distorted geometry.

CARTESIAN COORDINATES (ANGSTROEM)
C: 0.56338 -0.85122 1.46992
C: -0.09488 -0.25200 0.57873
C: -1.03970 0.07676 -0.18357
N: -1.56529 0.75691 -1.07265
H: 0.11685 -1.47379 2.23957
H: 1.54822 -0.68648 1.73246
H: -2.55430 0.55769 -1.09970
N: 1.41364 1.45264 -1.99280
N: 1.61208 0.41949 -1.67196

Results
* energy relative to the best compared isomer or geometry (same formula, charge and spin): 1.9979 eV
* F_max: 3.5 eV/A
* total charge: 0
* structure (SMILES): C=C=C=N.N#N
* HOMO-LUMO gap: 9.1 eV

=====

[4]
The following is a DFT calculation (ωB97M-V with the def2-TZVPD basis set) of C3H3N3 in the gas phase at a distorted geometry.

CARTESIAN COORDINATES (ANGSTROEM)
C: -0.46178 1.14788 -0.05097
N: -1.47150 0.17742 -0.11713
C: -0.75652 -0.96264 -0.03007
N: 0.51704 -1.14618 -0.04467
C: 1.29744 -0.20684 -0.07019
N: 0.86692 1.15082 0.00372
H: -0.80934 2.17994 0.11186
H: -1.60771 -1.69869 0.29302
H: 2.42545 -0.64171 -0.09557

Results
* energy relative to the best compared isomer or geometry (same formula, charge and spin): 1.7857 eV
* F_max: 7.3 eV/A
* total charge: 0
* structure (SMILES): c1ncncn1
* HOMO-LUMO gap: 10.2 eV

=====

[5]
The following is a DFT calculation (ωB97M-V with the def2-TZVPD basis set) of a molecular structure, C3H3N3 at a distorted geometry.

CARTESIAN COORDINATES (ANGSTROEM)
C: 0.03978 0.96236 0.32164
C: 0.98986 0.15698 -0.22795
N: 1.04503 -1.11758 0.41637
N: -0.02561 -1.71055 0.68671
N: -1.10929 -1.21528 0.08331
C: -0.99218 0.08221 -0.15102
H: 0.01500 1.96284 0.76463
H: 1.70999 0.38395 -1.00589
H: -1.67259 0.49506 -0.88780

Results
* energy relative to the best compared isomer or geometry (same formula, charge and spin): 4.4874 eV
* F_max: 1.7 eV/A
* total charge: 0
* HOMO-LUMO gap (alpha / beta): 9.1 / 9.1 eV

=====

[6]
The following is a DFT calculation (ωB97M-V with the def2-TZVPD basis set) of C3H3N3O in the gas phase.

CARTESIAN COORDINATES (ANGSTROEM)
N: 1.41273 0.48643 0.19226
C: 0.87255 -0.70978 0.25114
N: 0.84097 1.40201 -0.73735
N: -0.10841 0.83046 -1.28625
O: -1.35005 0.60783 1.25662
C: -1.18973 -0.39165 0.62156
C: -0.27002 -0.47474 -0.66211
H: 2.12009 0.86999 0.79815
H: -1.62814 -1.37188 0.86738
H: -0.70000 -1.24867 -1.30139

Results
* energy relative to the best compared isomer or geometry (same formula, charge and spin): 4.1026 eV
* F_max: 0.7 eV/A
* total charge: 0
* HOMO-LUMO gap: 9.6 eV

=====

[7]
The following is a DFT calculation (ωB97M-V with the def2-TZVPD basis set) of 2 unconnected molecules or ions with the total composition C3H3N3O at a distorted geometry.

CARTESIAN COORDINATES (ANGSTROEM)
O: -2.41713 -2.02167 -0.72119
C: -1.98573 -0.97324 -0.75808
N: 1.21825 -0.97959 0.23607
C: 1.06161 -0.04851 -0.66428
N: 0.36537 1.00114 -0.14684
C: 0.08078 0.62198 1.12970
N: 0.59248 -0.55128 1.38128
H: -0.01097 1.78977 -0.64771
H: 1.42444 -0.08828 -1.68182
H: -0.48981 1.22359 1.82349

Results
* energy relative to the best compared isomer or geometry (same formula, charge and spin): 0.9820 eV
* F_max: 1.4 eV/A
* total charge: 0
* HOMO-LUMO gap: 10.8 eV

=====

[8]
The following is a DFT calculation (ωB97M-V with the def2-TZVPD basis set) of C3H3N3O in the gas phase at a distorted geometry.

CARTESIAN COORDINATES (ANGSTROEM)
H: 0.96744 -0.32588 1.23962
N: 0.13490 -1.03768 1.58322
N: -0.76864 -1.09103 0.78783
C: -0.80662 -0.14210 -0.42687
C: 0.39673 0.61915 -0.60528
C: 1.39694 0.77264 0.27858
O: 2.38513 1.25768 0.69154
N: -1.86352 -0.12404 -1.11842
H: -2.50019 -0.86820 -0.82362
H: 0.65782 0.93948 -1.60661

Results
* energy relative to the best compared isomer or geometry (same formula, charge and spin): 3.5893 eV
* F_max: 1.8 eV/A
* total charge: 0
* structure (SMILES): [H]/N=N\C(C=C=O)=N/[H]
* HOMO-LUMO gap: 9.1 eV

=====

[9]
The following is a DFT calculation (ωB97M-V with the def2-TZVPD basis set) of C3H3N3O in the gas phase.

CARTESIAN COORDINATES (ANGSTROEM)
O: 2.49053 0.57766 0.30511
C: 1.71422 -0.33932 0.28879
N: 0.32942 -0.13301 0.14336
C: -0.26739 1.04186 -0.18899
N: -1.56036 0.89733 -0.25870
C: -1.71353 -0.44585 -0.04867
N: -0.60884 -1.11739 0.18179
H: 1.98538 -1.40102 0.35888
H: 0.30754 1.84095 -0.61723
H: -2.67695 -0.92120 -0.16434

Results
* energy relative to the best compared isomer or geometry (same formula, charge and spin): 0.7554 eV
* F_max: 0.8 eV/A
* total charge: 0
* structure (SMILES): O=Cn1cncn1
* HOMO-LUMO gap: 10.7 eV

=====

[10]
The following is a DFT calculation (ωB97M-V with the def2-TZVPD basis set) of C3H3N3O in the gas phase at a distorted geometry.

CARTESIAN COORDINATES (ANGSTROEM)
H: -1.38127 0.98528 -0.29582
N: -0.72839 1.75320 -0.55771
N: 0.45134 1.41330 -0.52183
C: 0.83835 0.06264 -0.12580
C: -0.14152 -0.95987 0.26508
C: -1.40762 -0.83729 0.62163
O: -2.52544 -0.82063 0.94995
N: 2.07327 -0.22065 -0.15926
H: 2.58821 0.60131 -0.48459
H: 0.23306 -1.97731 0.30835

Results
* energy relative to the best compared isomer or geometry (same formula, charge and spin): 3.0270 eV
* F_max: 1.0 eV/A
* total charge: 0
* structure (SMILES): [H]/N=N\C(C=C=O)=N/[H]
* HOMO-LUMO gap: 9.4 eV

=====

[11]
The following is a DFT calculation (ωB97M-V with the def2-TZVPD basis set) of a molecular structure, C3H3N3O at a distorted geometry.

CARTESIAN COORDINATES (ANGSTROEM)
O: 2.51523 0.35500 -0.35700
C: 1.74896 -0.34801 0.23585
N: 0.35397 -0.20663 0.10250
C: -0.39427 0.83661 -0.32792
N: -1.62308 0.97193 0.47039
C: -1.62023 -0.25845 0.00827
N: -0.56015 -1.04136 0.61748
H: 2.02149 -1.17578 0.91461
H: -0.08810 1.59736 -1.02633
H: -2.35382 -0.73067 -0.63787

Results
* energy relative to the best compared isomer or geometry (same formula, charge and spin): 6.4792 eV
* F_max: 2.7 eV/A
* total charge: 0
* HOMO-LUMO gap (alpha / beta): 8.2 / 7.4 eV

=====

[12]
The following is a DFT calculation (ωB97M-V with the def2-TZVPD basis set) of 2 unconnected molecules or ions with the total composition C3H3N3O at a distorted geometry.

CARTESIAN COORDINATES (ANGSTROEM)
C: -0.47429 1.75326 1.82389
C: -2.03880 -1.41255 -0.44731
C: 1.88916 2.09021 0.16911
N: -0.55897 2.15522 2.94204
N: -2.01772 -2.05699 -1.37909
N: -0.27243 1.32799 0.50969
O: 0.81708 1.55759 -0.16761
H: -2.15393 -0.96063 0.58782
H: 1.99772 2.46345 1.14441
H: 2.63751 2.24933 -0.56313

Results
* energy relative to the best compared isomer or geometry (same formula, charge and spin): 6.4238 eV
* F_max: 4.2 eV/A
* total charge: 0
* HOMO-LUMO gap (alpha / beta): 8.3 / 8.3 eV

=====

Which of these has the highest F_max? number 4

=====

What is the energy relative to the best compared isomer or geometry (same formula, charge and spin) in the tenth record? 3.0270 eV